Record 1
The following is a DFT calculation (the ωB97M-V functional and the def2-TZVPD basis) of one molecule with the formula C5H9N.

Geometry as XYZ:
```
15
Properties=species:S:1:pos:R:3
C 2.63 0.06 0.14
C 1.17 0.49 0.05
C 0.22 -0.41 -0.24
C -1.21 -0.26 -0.50
C -2.26 -0.30 0.58
H 2.75 -0.82 -0.58
H 3.41 0.90 -0.14
H 3.03 -0.17 1.19
H 0.95 1.62 0.18
H 0.48 -1.42 -0.45
H -1.43 -0.61 -1.49
H -3.27 -0.79 0.39
H -1.94 -0.51 1.59
H -2.66 1.23 -0.65
N -1.88 0.98 -0.09
```

## Properties
* relative energy (zero: lowest compared OMol25 entry of this formula, charge and spin): 54.6 kcal/mol
* SMILES string: C/C=C/[C@H]1CN1
* LUMO level: 1.16 eV
* DFT total energy: -250.58000 Ha

***

Record 2
The following is a DFT calculation (the ωB97M-V functional and the def2-TZVPD basis) of C5H9N as an isolated structure.

Geometry as XYZ:
```
15
Properties=species:S:1:pos:R:3
C -1.21 -0.64 0.97
C -0.14 -0.16 0.01
C 0.41 1.43 -0.32
N 1.58 0.80 -0.69
C 1.33 -0.23 0.38
C -0.29 -0.51 -1.39
H -1.08 -1.72 1.15
H -2.22 -0.47 0.58
H -1.12 -0.14 1.94
H -0.08 2.09 -1.06
H 0.34 1.84 0.70
H 1.60 0.14 1.38
H 1.81 -1.20 0.21
H -0.86 -1.40 -1.66
H -0.06 0.16 -2.20
```

## Properties
* relative energy (zero: lowest compared OMol25 entry of this formula, charge and spin): 118.7 kcal/mol
* LUMO level (alpha / beta): 0.29 / 0.05 eV
* DFT total energy: -250.47783 Ha

***

Record 3
The following is a DFT calculation (the ωB97M-V functional and the def2-TZVPD basis) of a 2-piece molecular cluster, C5H9N2 overall.

Geometry as XYZ:
```
16
Properties=species:S:1:pos:R:3
C -2.21 -1.11 -0.17
C 1.84 -1.23 0.07
C -2.56 1.19 0.48
C 2.90 -0.46 0.46
C -2.05 2.15 -0.57
N -2.38 -0.01 0.25
N 1.14 -2.02 -0.39
H -3.11 -1.59 -0.72
H -2.84 1.61 1.37
H 2.81 0.36 1.11
H 3.45 -0.22 -0.37
H 3.64 -1.01 1.06
H -2.27 3.17 -0.56
H -2.21 1.78 -1.59
H -0.98 2.09 -0.51
H -1.10 -1.50 0.37
```

## Properties
* relative energy (zero: lowest compared OMol25 entry of this formula, charge and spin): 113.2 kcal/mol
* charge: +1
* LUMO level: -4.58 eV
* DFT total energy: -305.04963 Ha

***

Record 4
The following is a DFT calculation (the ωB97M-V functional and the def2-TZVPD basis) of an isolated ion of composition C5H9N2 and charge +1.

Geometry as XYZ:
```
16
Properties=species:S:1:pos:R:3
C -1.64 -0.83 -0.78
C -1.30 1.11 0.29
C 0.01 -0.71 0.89
C 0.02 1.26 -0.32
C 2.21 0.12 -0.25
N 0.78 0.27 0.09
N -1.29 -0.35 0.29
H -2.33 -0.06 -1.29
H -1.29 -1.83 -1.28
H -1.45 1.60 1.26
H -2.09 1.63 -0.32
H 0.36 -1.80 0.84
H 0.05 -0.47 1.93
H 2.49 0.85 -0.97
H 2.95 0.02 0.54
H 2.53 -0.82 -0.91
```

## Properties
* relative energy (zero: lowest compared OMol25 entry of this formula, charge and spin): 144.1 kcal/mol
* charge: +1
* LUMO level: -5.09 eV
* DFT total energy: -305.00043 Ha

***

Record 5
The following is a DFT calculation (the ωB97M-V functional and the def2-TZVPD basis) of an isolated ion of composition C5H9N2 and charge +1.

Geometry as XYZ:
```
16
Properties=species:S:1:pos:R:3
C 1.22 1.28 0.54
C -0.05 -1.21 -0.03
C 1.85 0.21 -0.25
C -0.66 0.12 -0.60
C -1.85 0.62 0.20
N 1.37 -1.01 0.25
N 0.49 0.99 -0.48
H 1.12 1.77 1.49
H -0.55 -1.50 0.90
H -0.19 -2.00 -0.78
H 2.67 0.31 -0.94
H -0.91 0.03 -1.66
H -1.59 0.78 1.24
H -2.66 -0.11 0.15
H -2.22 1.56 -0.22
H 1.96 -1.83 0.20
```

## Properties
* relative energy (zero: lowest compared OMol25 entry of this formula, charge and spin): 104.3 kcal/mol
* charge: +1
* SMILES string: C[C@@H]1CN[C@@H]2C=[N+]12
* LUMO level: -5.46 eV
* DFT total energy: -305.06384 Ha

***

Record 6
The following is a DFT calculation (the ωB97M-V functional and the def2-TZVPD basis) of an isolated ion of composition C5H9N2 and charge +1.

Geometry as XYZ:
```
16
Properties=species:S:1:pos:R:3
C 1.18 0.51 -1.26
C -0.65 0.71 0.48
C 2.29 0.63 -2.21
C -1.21 -1.71 1.11
C -0.77 -0.27 1.63
N -1.45 1.57 -0.02
N 0.35 0.58 -0.44
H 2.27 -0.23 -2.94
H 3.28 0.73 -1.73
H 2.27 1.58 -2.79
H -1.32 -2.32 2.00
H -0.44 -2.14 0.41
H -2.35 1.76 0.45
H 0.17 -0.33 2.27
H -1.49 0.16 2.41
H -2.13 -1.23 0.63
```

## Properties
* relative energy (zero: lowest compared OMol25 entry of this formula, charge and spin): 88.6 kcal/mol
* charge: +1
* SMILES string: [H]/N=C(\CC)[N+]#CC
* LUMO level: -4.94 eV
* DFT total energy: -305.08887 Ha

***

Record 7
The following is a DFT calculation (the ωB97M-V functional and the def2-TZVPD basis) of an isolated ion of composition C5H9N2 and charge +1.

Geometry as XYZ:
```
16
Properties=species:S:1:pos:R:3
C -2.81 -2.33 1.38
C 1.62 0.63 -0.99
C 0.53 0.64 -0.24
C -1.43 -0.39 0.76
C 2.36 1.82 -1.19
N -2.13 -1.36 1.04
N -0.29 -0.41 0.12
H -2.48 -2.98 2.18
H -3.72 -2.54 0.78
H 1.99 -0.39 -1.38
H 0.14 1.56 0.28
H -1.71 0.64 0.93
H 2.30 2.35 -2.26
H 2.01 2.43 -0.30
H 3.48 1.68 -1.03
H 0.14 -1.34 -0.09
```

## Properties
* relative energy (zero: lowest compared OMol25 entry of this formula, charge and spin): 87.2 kcal/mol
* charge: +1
* SMILES string: C=N/C=[NH+]/C=C/C
* LUMO level: -4.64 eV
* DFT total energy: -305.09109 Ha

***

Record 8
The following is a DFT calculation (the ωB97M-V functional and the def2-TZVPD basis) of an isolated ion of composition C5H9N2 and charge +1.

Geometry as XYZ:
```
16
Properties=species:S:1:pos:R:3
C 1.75 1.61 -0.47
C 3.00 1.93 -0.02
C 0.97 0.83 0.13
C -0.12 -0.94 -1.17
C -1.25 0.12 0.89
N 2.66 2.42 -1.15
N -0.36 0.31 -0.36
H 3.76 1.98 0.60
H 1.39 0.08 0.88
H 0.58 -0.56 -1.95
H 0.06 -1.82 -0.41
H -1.11 -1.10 -1.62
H -1.02 -0.91 1.33
H -1.06 0.99 1.53
H -2.23 -0.22 0.51
H -0.79 0.97 -1.03
```

## Properties
* relative energy (zero: lowest compared OMol25 entry of this formula, charge and spin): 151.3 kcal/mol
* charge: +1
* SMILES string: C[NH+](C)/C=C1C=N\1
* LUMO level: -3.36 eV
* DFT total energy: -304.98892 Ha

***

Record 9
The following is a DFT calculation (the ωB97M-V functional and the def2-TZVPD basis) of a 2-piece molecular cluster, C5H9N2 overall.

Geometry as XYZ:
```
16
Properties=species:S:1:pos:R:3
C -1.05 -0.56 1.97
C 1.07 2.98 -1.76
C 0.87 1.01 -0.44
C -0.67 -1.49 1.16
C -0.36 -2.66 0.42
N 0.85 2.29 -0.76
N -0.10 0.21 -0.62
H -1.46 0.33 1.77
H -0.89 -0.79 3.12
H 0.66 3.97 -1.68
H 1.29 2.40 -2.72
H 1.72 0.76 0.07
H 0.02 -3.40 1.05
H 0.31 -2.49 -0.49
H -1.30 -3.04 -0.05
H -0.97 0.46 -1.04
```

## Properties
* relative energy (zero: lowest compared OMol25 entry of this formula, charge and spin): 148.0 kcal/mol
* charge: +1
* LUMO level (alpha / beta): -5.67 / -5.67 eV
* DFT total energy: -304.99411 Ha

***

Record 10
The following is a DFT calculation (the ωB97M-V functional and the def2-TZVPD basis) of a 2-piece molecular cluster, C5H9N2 overall.

Geometry as XYZ:
```
16
Properties=species:S:1:pos:R:3
C -1.10 -0.62 -0.14
C 1.08 -0.91 -1.05
C 2.18 0.93 -0.51
C 2.40 0.57 0.83
C -3.40 0.00 0.65
N 0.05 -1.09 -0.27
N -2.05 -0.26 0.43
H 0.87 -0.42 -1.95
H 1.86 -1.58 -0.75
H 1.29 1.41 -0.70
H 3.01 0.82 -1.20
H 1.60 0.67 1.55
H 3.38 0.32 1.09
H -3.94 -0.99 0.64
H -3.75 0.62 -0.29
H -3.50 0.53 1.68
```

## Properties
* relative energy (zero: lowest compared OMol25 entry of this formula, charge and spin): 128.4 kcal/mol
* charge: +1
* LUMO level: -5.29 eV
* DFT total energy: -305.02548 Ha

***

Record 11
The following is a DFT calculation (the ωB97M-V functional and the def2-TZVPD basis) of an isolated ion of composition C5H9N2 and charge +1.

Geometry as XYZ:
```
16
Properties=species:S:1:pos:R:3
C 1.96 -0.94 -0.26
C 0.95 0.94 0.19
C 0.62 -1.42 0.22
C -0.08 -0.11 0.49
C -1.38 0.02 -0.35
N 2.23 0.27 -0.27
N 0.84 2.20 0.09
H 2.64 -1.68 -0.56
H 0.18 -2.04 -0.46
H 0.58 -2.15 0.93
H -0.30 -0.09 1.56
H -2.10 -0.76 0.08
H -1.16 -0.25 -1.44
H -1.83 0.99 -0.16
H 0.12 2.81 0.38
H 1.73 2.72 0.10
```

## Properties
* relative energy (zero: lowest compared OMol25 entry of this formula, charge and spin): 55.2 kcal/mol
* charge: +1
* SMILES string: C[C@H]1CC=NC1=[NH2+]
* LUMO level: -4.85 eV
* DFT total energy: -305.14210 Ha

***

Record 12
The following is a DFT calculation (the ωB97M-V functional and the def2-TZVPD basis) of an isolated ion of composition C5H9N2 and charge +1.

Geometry as XYZ:
```
16
Properties=species:S:1:pos:R:3
C 0.19 -1.32 0.39
C 0.24 -2.30 1.42
C -0.69 0.15 -1.16
C 0.52 0.76 -0.50
C 0.35 2.04 0.35
N 1.12 -0.30 0.19
N -0.82 -1.14 -0.50
H -0.44 -3.04 1.70
H 1.17 -2.02 1.88
H -1.59 0.73 -1.19
H -0.64 0.11 -2.32
H 1.27 1.09 -1.31
H 0.04 2.89 -0.10
H 1.25 2.23 0.79
H -0.30 1.79 1.13
H -1.69 -1.68 -0.77
```

## Properties
* relative energy (zero: lowest compared OMol25 entry of this formula, charge and spin): 124.2 kcal/mol
* charge: +1
* LUMO level (alpha / beta): -6.98 / -6.93 eV
* DFT total energy: -305.03205 Ha

***

Record 13
The following is a DFT calculation (the ωB97M-V functional and the def2-TZVPD basis) of an isolated ion of composition C5H9N2 and charge +1.

Geometry as XYZ:
```
16
Properties=species:S:1:pos:R:3
C -0.17 -1.21 -0.66
C -1.14 -0.72 0.14
C -1.99 1.19 1.43
C 0.29 1.00 0.20
C 1.03 -0.42 -1.13
N -1.05 0.59 0.68
N 2.27 -0.87 -0.89
H -0.23 -2.24 -0.97
H -2.02 -1.30 0.39
H -1.81 2.19 1.80
H -2.91 0.67 1.62
H 1.03 0.83 0.98
H 0.31 2.02 -0.15
H 0.89 0.15 -2.04
H 2.45 -1.47 -0.10
H 3.06 -0.41 -1.30
```

## Properties
* relative energy (zero: lowest compared OMol25 entry of this formula, charge and spin): 19.4 kcal/mol
* charge: +1
* spin multiplicity: 3
* LUMO level (alpha / beta): -3.44 / -7.27 eV
* DFT total energy: -304.99414 Ha

***

Record 14
The following is a DFT calculation (the ωB97M-V functional and the def2-TZVPD basis) of an isolated ion of composition C5H9N2O and charge +1.

Geometry as XYZ:
```
17
Properties=species:S:1:pos:R:3
C 0.70 0.45 1.08
C 0.51 1.69 0.27
C 1.94 -0.88 -0.19
C -0.35 -0.56 0.57
C 0.65 -0.37 -0.93
N 1.93 0.07 0.88
N -1.70 -0.02 0.33
O 0.48 1.00 -1.05
H -0.41 2.27 0.37
H 1.38 2.34 0.32
H 1.85 -1.94 0.05
H 2.87 -0.71 -0.74
H -0.34 -1.54 1.01
H 0.36 -0.86 -1.86
H -1.61 0.68 -0.43
H -2.09 0.43 1.17
H -2.35 -0.76 0.02
```

## Properties
* relative energy (zero: lowest compared OMol25 entry of this formula, charge and spin): 122.4 kcal/mol
* charge: +1
* SMILES string: [NH3+][C@@H]1C2=NC[C@@H]1OC2
* LUMO level: -4.66 eV
* DFT total energy: -380.25680 Ha

***

Record 15
The following is a DFT calculation (the ωB97M-V functional and the def2-TZVPD basis) of an isolated ion of composition C5H9N2O2 and charge +1.

Geometry as XYZ:
```
18
Properties=species:S:1:pos:R:3
C 0.98 0.55 -0.76
C -0.11 2.34 0.13
C -0.09 -0.48 -0.89
C -1.40 -2.22 0.08
C 1.36 1.01 1.64
N -0.17 -1.39 -0.05
N 0.70 1.41 0.36
O -1.06 2.92 -0.08
O -1.00 -0.13 -1.81
H 1.02 1.22 -1.75
H 1.96 0.04 -0.65
H -1.74 -2.22 1.14
H -2.18 -1.92 -0.51
H -1.09 -3.29 -0.24
H 0.77 1.49 2.38
H 2.38 1.54 1.56
H 1.37 -0.01 1.49
H -1.70 -0.87 -2.04
```

## Properties
* relative energy (zero: lowest compared OMol25 entry of this formula, charge and spin): 83.6 kcal/mol
* charge: +1
* spin multiplicity: 3
* LUMO level (alpha / beta): -3.31 / -9.34 eV
* DFT total energy: -455.39145 Ha

***

Record 16
The following is a DFT calculation (the ωB97M-V functional and the def2-TZVPD basis) of one molecule with the formula C5H9N2O2PS.

Geometry as XYZ:
```
20
Properties=species:S:1:pos:R:3
O 0.94 -2.24 1.77
O 0.25 -0.51 3.41
S 2.48 0.55 1.70
C -1.40 0.64 -0.94
C -0.42 -0.20 -0.49
C -1.38 0.68 1.26
N -2.12 1.14 0.23
N -0.48 -0.16 0.87
C 3.57 -0.89 1.68
C -2.96 2.36 0.26
P 0.73 -0.74 2.00
H -1.47 0.73 -1.95
H 0.25 -0.84 -0.99
H -1.37 1.03 2.24
H 3.25 -1.39 2.56
H 4.61 -0.64 1.88
H 3.41 -1.59 0.96
H -3.95 2.14 -0.09
H -3.00 2.85 1.25
H -2.39 2.96 -0.31
```

## Properties
* relative energy (zero: lowest compared OMol25 entry of this formula, charge and spin): 0.0 kcal/mol
* LUMO level: -0.07 eV
* DFT total energy: -1195.46653 Ha

***

Record 17
The following is a DFT calculation (the ωB97M-V functional and the def2-TZVPD basis) of an isolated ion of composition C5H9N2O3S and charge -1.

Geometry as XYZ:
```
20
Properties=species:S:1:pos:R:3
C 1.53 -0.70 1.23
C 0.77 0.21 0.35
C 0.46 -0.70 -0.92
C -0.53 0.77 1.05
C -0.90 -1.27 -1.14
N 1.76 -1.84 0.74
N 1.01 -0.19 -2.08
O -0.44 2.00 -1.87
O 0.96 1.59 -3.90
O 1.33 -1.93 -0.53
S -0.10 1.11 -2.99
H 1.89 -0.45 2.29
H 1.40 1.05 0.19
H -1.33 0.03 1.09
H -0.96 1.59 0.46
H -0.28 1.14 1.97
H -1.70 -0.55 -1.29
H -0.92 -1.98 -0.42
H -0.88 -1.99 -2.05
H 2.03 0.08 -2.02
```

## Properties
* relative energy (zero: lowest compared OMol25 entry of this formula, charge and spin): 0.0 kcal/mol
* charge: -1
* LUMO level: 3.68 eV
* DFT total energy: -929.30791 Ha

***

Record 18
The following is a DFT calculation (the ωB97M-V functional and the def2-TZVPD basis) of an isolated ion of composition C5H9N2S and charge +1.

Geometry as XYZ:
```
17
Properties=species:S:1:pos:R:3
C 1.14 0.84 0.12
C 1.86 -0.27 0.44
C 0.14 -1.50 -0.58
C -0.78 -0.47 -0.11
C -1.05 1.97 -0.18
N -0.22 0.78 0.06
N 1.33 -1.51 0.26
S -2.40 -0.59 0.41
H 1.57 1.85 -0.08
H 2.83 -0.35 0.96
H -0.25 -2.59 -0.46
H 0.50 -1.16 -1.63
H -1.36 2.48 0.86
H -0.50 2.72 -0.60
H -1.90 1.81 -0.80
H 1.38 -2.18 1.06
H -2.26 -1.84 0.28
```

## Properties
* relative energy (zero: lowest compared OMol25 entry of this formula, charge and spin): 44.5 kcal/mol
* charge: +1
* LUMO level (alpha / beta): -4.72 / -4.72 eV
* DFT total energy: -703.30127 Ha

***

Record 19
The following is a DFT calculation (the ωB97M-V functional and the def2-TZVPD basis) of an isolated ion of composition C5H9N2S and charge +1.

Geometry as XYZ:
```
17
Properties=species:S:1:pos:R:3
C 1.27 1.41 0.38
C 1.66 0.11 -0.24
C -1.12 1.24 -0.11
C 0.23 -0.90 -0.47
C -0.13 -1.54 0.87
N 0.09 1.78 0.48
N -0.85 0.00 -1.00
S 3.07 -0.54 -0.47
H 1.94 2.11 0.83
H -1.90 0.86 0.68
H -1.72 2.15 -0.44
H 0.55 -1.59 -1.29
H -1.14 -1.21 1.12
H 0.30 -0.98 1.74
H 0.02 -2.66 0.91
H -1.77 -0.44 -1.03
H -0.50 0.19 -1.97
```

## Properties
* relative energy (zero: lowest compared OMol25 entry of this formula, charge and spin): 67.0 kcal/mol
* charge: +1
* SMILES string: C[C@H]1[NH2+]CN=CC1=S
* LUMO level: -5.07 eV
* DFT total energy: -703.26541 Ha

***

Record 20
The following is a DFT calculation (the ωB97M-V functional and the def2-TZVPD basis) of an isolated ion of composition C5H9N2S2 and charge +1.

Geometry as XYZ:
```
18
Properties=species:S:1:pos:R:3
C -1.44 -1.20 -0.75
C -0.42 -0.49 -1.33
C -1.21 -0.60 0.68
C -0.08 0.34 0.01
C 2.37 0.70 -0.51
N -2.20 0.03 1.45
N 1.33 0.45 0.51
S -2.55 -2.30 -1.19
S 0.16 -0.32 -2.87
H -0.72 -1.36 1.26
H -0.44 1.33 -0.30
H 3.30 0.11 -0.69
H 1.75 0.70 -1.51
H 2.60 1.79 -0.38
H -2.96 0.47 0.88
H -2.49 -0.47 2.40
H 1.46 1.28 1.27
H 1.52 -0.44 1.06
```

## Properties
* relative energy (zero: lowest compared OMol25 entry of this formula, charge and spin): 103.5 kcal/mol
* charge: +1
* SMILES string: C[NH2+][C@H]1C(=S)C(=S)[C@@H]1N
* LUMO level: -6.10 eV
* DFT total energy: -1101.41951 Ha

***

| no. | strongest force on any atom (eV/A) |
| --- | --- |
| 1 | 2.30 |
| 2 | 2.02 |
| 3 | 5.87 |
| 4 | 6.37 |
| 5 | 3.41 |
| 6 | 6.22 |
| 7 | 4.46 |
| 8 | 5.77 |
| 9 | 6.05 |
| 10 | 5.01 |
| 11 | 5.15 |
| 12 | 3.97 |
| 13 | 6.76 |
| 14 | 3.52 |
| 15 | 6.86 |
| 16 | 6.32 |
| 17 | 3.83 |
| 18 | 4.71 |
| 19 | 3.52 |
| 20 | 5.26 |